(1)
The following is a quantum chemistry calculation of a 2-piece molecular cluster, C2H2FNO2 overall at a distorted geometry, from OMol25.

Geometry as XYZ:
```
8
C2H2FNO2 (ωB97M-V/def2-TZVPD)
F 0.72991 -0.85812 -1.51226
O -2.16808 -0.23010 0.48215
O 1.62774 -0.39487 1.16314
N -1.51592 -0.89628 -0.19001
C 0.79108 0.27189 0.62705
C 0.18781 0.09685 -0.67063
H -0.13114 0.91002 -1.16927
H 0.47859 1.10062 1.26984
```

For the orbital gap, the calculation gives 8.172 eV. As for the energy above the lowest of the compared OMol25 structures with the same formula, charge and spin: 109.92 kcal/mol. For the lowest unoccupied orbital energy, the calculation gives -0.996 eV. The highest occupied orbital energy comes out at -9.17 eV.

---

(2)
The following is a quantum chemistry calculation of FH4NSi as an isolated structure at a distorted geometry, from OMol25.

Geometry as XYZ:
```
7
FH4NSi (ωB97M-V/def2-TZVPD)
Si 0.37015 -0.70908 -0.50532
F -1.09761 -0.88953 -1.29569
N 0.01906 1.05172 1.09676
H -0.89891 0.70553 1.34352
H 0.23597 -1.85374 0.49060
H 0.03866 1.95212 0.48209
H 1.33268 -0.25702 -1.61197
```

For the orbital gap, the calculation gives 9.899 eV. As for the energy above the lowest of the compared OMol25 structures with the same formula, charge and spin: 58.25 kcal/mol. For the lowest unoccupied orbital energy, the calculation gives 0.445 eV. The highest occupied orbital energy comes out at -9.45 eV.

---

(3)
The following is a quantum chemistry calculation of C30H26BBiF4NP2 as an isolated structure at a distorted geometry, from OMol25.

Geometry as XYZ:
```
65
C30H26BBiF4NP2 (ωB97M-V/def2-TZVPD)
Bi 1.40437 -0.77906 0.45142
P -0.94644 -1.97156 0.11806
P 1.68003 1.56591 -0.72001
F 2.59019 0.44899 2.76335
F 1.27154 0.30860 4.66747
F 0.32638 0.31023 2.54213
F 1.52846 -1.50801 3.25049
N 1.30254 -1.18125 -1.65856
C -0.73128 -3.91240 4.23554
C 3.24666 4.26338 1.86649
C 0.40018 -1.90342 -3.56274
C 4.89527 2.54672 1.49560
C -5.17173 -1.43115 -1.53251
C 0.46565 -2.11902 -2.20813
C 0.53837 3.77291 -1.94164
C -4.10396 -0.77861 -2.13456
C -2.83299 -0.88183 -1.59459
C 1.20425 -0.76457 -3.84511
C -0.99018 -2.86634 1.68287
C 2.41814 3.68520 0.91938
C -4.97359 -2.17120 -0.37542
C 4.07644 1.96273 0.54891
C -0.17140 -4.57855 3.15698
C -0.26929 -3.02511 -1.26846
C -1.57416 -2.20884 2.76854
C 2.83397 2.53051 0.26009
C -0.28918 -4.05413 1.87937
C -1.44739 -2.73973 4.03862
C -1.00517 2.09672 -1.13236
C 1.73203 -0.33447 -2.65351
C 4.47354 3.68793 2.16352
C 2.50379 0.87982 -2.24025
C -0.52989 4.51284 -2.41848
C -2.06712 2.83764 -1.62467
C -2.63820 -1.63915 -0.43984
C -3.70822 -2.27765 0.18097
C 0.29603 2.55912 -1.29971
C -1.82932 4.04433 -2.26642
B 1.44827 -0.10630 3.38871
H 0.37859 -3.80273 -0.85646
H -6.15854 -1.36910 -1.97095
H -0.60282 -4.30223 5.23613
H -1.99286 -0.40333 -2.08532
H 2.48829 1.63862 -3.02191
H 5.84715 2.09612 1.73989
H 2.92884 5.15454 2.39029
H -1.10859 -3.50665 -1.76672
H -0.34923 5.46187 -2.90493
H -3.55342 -2.86293 1.07748
H -2.11138 -1.27922 2.62172
H 3.54533 0.65768 -1.99156
H -1.18035 1.16622 -0.60542
H -0.17808 -2.47007 -4.27514
H -5.80775 -2.67396 0.09532
H 1.45094 4.11974 0.70113
H -2.65826 4.62833 -2.64271
H 1.55246 4.13478 -2.06579
H -4.26010 -0.19371 -3.03145
H 4.40133 1.05852 0.04345
H -3.08001 2.47926 -1.49482
H 1.36296 -0.31766 -4.81372
H 5.10029 4.12268 2.93027
H 0.37084 -5.50294 3.30235
H 0.14647 -4.59062 1.04656
H -1.88867 -2.22441 4.88074
```

For the orbital gap, the calculation gives 7.047 eV. As for the energy above the lowest of the compared OMol25 structures with the same formula, charge and spin: 8.09 kcal/mol. Its charge is +1. For the lowest unoccupied orbital energy, the calculation gives -3.978 eV. The highest occupied orbital energy comes out at -11.03 eV.

---

(4)
The following is a quantum chemistry calculation of a 10-piece molecular cluster, C8H36O10 overall at a distorted geometry, from OMol25.

Geometry as XYZ:
```
54
C8H36O10 (ωB97M-V/def2-TZVPD)
O -3.21419 -0.18763 -0.34151
O -0.82170 -3.94349 -2.11233
O 0.48320 3.76519 4.32616
O -4.38342 2.17918 0.73819
O -0.68769 -3.30983 3.22221
O 4.01485 3.91125 -1.52269
O -0.27526 2.67140 -3.41867
O 3.58044 -1.43533 -0.70029
O -0.74057 0.97850 -1.22156
O -0.26646 5.37429 -2.33127
C -0.32862 -2.79156 -2.77095
C 1.01234 2.87506 3.34873
C -2.79794 -1.38183 0.34124
C 0.02693 0.95698 -0.01855
C -0.33934 -3.93269 0.90933
C 0.04003 -4.16298 2.36348
C 2.88784 -1.32097 0.53137
C 1.26081 1.82322 -0.21984
H 0.37421 2.23655 -3.98037
H 1.76167 2.03193 0.72603
H 4.41826 3.33793 -0.86146
H -1.77852 -3.94241 -2.06723
H -0.54613 1.99213 -2.76636
H -0.60707 -2.81143 -3.83019
H -3.68897 -1.95014 0.62226
H 0.35025 -4.46962 0.25713
H 0.95487 2.76173 -0.67916
H -0.23503 4.46535 -2.67814
H 1.97339 1.30958 -0.86791
H -2.18306 -2.00715 -0.31142
H -3.89013 1.52165 0.21229
H -4.95060 2.63655 0.10867
H 1.81712 3.35961 2.78562
H 3.53418 -2.35219 -0.98385
H -0.12128 4.37370 3.89530
H -0.68027 -1.87195 -2.29315
H -0.09348 -5.22309 2.60147
H 3.60293 3.30728 -2.15014
H -1.38940 -4.07686 0.66999
H 3.36431 -1.90301 1.32673
H 0.21745 2.56205 2.67004
H 1.11508 -3.96422 2.43972
H -0.72228 5.87951 -3.01100
H 0.31713 -0.07301 0.23436
H 0.76006 -2.78266 -2.75850
H -0.58446 1.30616 0.82547
H 1.45422 2.03158 3.87621
H -1.54921 0.46966 -1.01927
H 1.85427 -1.66656 0.44790
H 2.86809 -0.27926 0.83969
H -0.10640 -2.89059 0.65750
H -2.24045 -1.11667 1.23477
H -1.18615 -3.81098 3.86883
H -3.63584 -0.45985 -1.16492
```

For the orbital gap, the calculation gives 10.124 eV. As for the energy above the lowest of the compared OMol25 structures with the same formula, charge and spin: 84.48 kcal/mol. For the lowest unoccupied orbital energy, the calculation gives -0.062 eV. The highest occupied orbital energy comes out at -10.19 eV.

---

(5)
The following is a quantum chemistry calculation of C49H61BaN5OTe as an isolated structure at a distorted geometry, from OMol25.

Geometry as XYZ:
```
118
C49H61BaN5OTe (ωB97M-V/def2-TZVPD)
Ba -0.85958 -1.72916 0.53847
Te -0.20619 2.96014 -0.72120
O -1.76429 -3.16995 2.45468
N 1.68955 0.06467 0.23663
N -0.69086 0.62500 1.97833
N -0.13142 -0.10133 -1.98154
N -2.43635 0.53999 -0.24434
N -2.91399 -5.15504 2.84745
C 4.01591 0.08250 -0.14759
C 1.45822 3.71532 4.64963
C -2.43977 -4.53444 0.52410
C 0.83297 -0.29086 -4.12677
C 2.39271 0.49330 1.35310
C -3.14214 0.92755 2.09610
C 4.86415 0.69383 2.34770
C -1.09783 0.03005 -2.98656
C -4.54363 0.68271 -1.25565
C -2.67104 3.97104 4.16619
C -1.86450 4.32788 -1.30170
C 1.76707 0.87298 2.56667
C 2.63938 -4.39815 0.39978
C 5.56625 -7.29635 1.24588
C 2.96543 0.32037 -5.52451
C 4.55475 -7.05117 2.15381
C 0.35909 1.04597 2.76843
C -0.53271 -0.23506 -4.31040
C -5.38032 1.95683 -3.34560
C 4.58785 -0.47414 3.30783
C 2.32911 0.06723 -2.09461
C 2.00295 -0.77142 -4.97705
C -6.00640 1.24242 0.92843
C 4.70002 -5.57095 -0.19688
C -5.53797 0.73451 -2.42971
C -0.10234 1.77522 3.95621
C -2.34414 -4.19137 2.04131
C 3.63933 -5.34171 0.68711
C 2.62218 0.03482 -0.72672
C -4.74215 0.85137 0.10998
C -6.03545 2.70905 1.35655
C -3.08721 0.44387 -1.42594
C -2.48620 0.18959 -2.68093
C -2.01373 0.97699 -6.03466
C 1.59401 -3.64213 0.15139
C 0.76670 2.39185 5.00354
C -2.52861 2.50560 4.70738
C 1.04799 -0.07803 -2.65784
C 5.65836 -6.55571 0.08435
C 3.86291 0.50541 1.16655
C -1.84028 1.09776 2.62361
C 1.35073 4.55685 -0.57338
C 5.79220 0.95996 -1.71764
C -1.43222 -0.35090 -5.56895
C 3.62499 -6.08790 1.89521
C -3.14474 -3.70463 -0.41157
C -1.49661 1.77247 3.87342
C -3.42822 0.78004 0.71997
C 5.25361 -0.26730 -0.97811
H -5.48006 2.85787 -2.71700
H 5.13478 1.33118 -2.51410
H -3.48755 1.98403 4.62584
H 3.14267 0.26124 -2.77843
H 5.87325 0.58648 1.94802
H -5.38444 -0.15010 -3.07364
H -6.03710 0.62741 1.83831
H 6.26355 -8.11700 1.46582
H -6.16542 1.95178 -4.13945
H -2.23293 -1.04611 -5.37015
H 3.56688 -0.51303 3.69042
H 6.79261 0.75693 -2.11988
H 4.79961 -4.99029 -1.10961
H -6.94168 1.02833 0.41232
H -2.94157 -4.93690 3.85934
H -1.76966 4.55255 4.28125
H 6.07362 -0.71504 -0.36716
H -4.40735 1.99337 -3.83195
H 2.01042 4.08175 5.51211
H 3.78592 -0.16130 -6.08669
H -3.47675 4.53945 4.74361
H 5.92800 1.74812 -0.95030
H -6.89217 2.90777 2.04140
H 2.19042 3.58401 3.85240
H -2.58333 1.43306 -5.18599
H -3.05327 3.97250 3.11539
H -3.54062 -5.88896 2.53868
H -4.18319 -3.51982 -0.17893
H 0.20897 2.59349 5.93384
H 3.37353 0.92405 -4.73422
H 0.77503 5.48973 -0.62845
H 2.43715 1.15195 3.41909
H 2.59475 -1.42499 -4.35207
H -5.11256 2.99568 1.84617
H 1.57654 1.71567 5.27727
H -3.03847 -4.14566 -1.42539
H 0.73063 4.49935 4.35022
H -4.02217 0.95128 2.76369
H 5.04205 -1.01581 -1.74811
H -6.09153 3.26822 0.40795
H -2.87276 4.02305 -0.92933
H 4.82819 -1.37100 2.70932
H -2.75876 -5.61184 0.52796
H -0.84862 -0.76815 -6.41104
H 1.62105 -1.38667 -5.78668
H 1.84613 4.52504 0.40638
H -2.26372 2.52627 5.75873
H -1.57139 5.29791 -0.87260
H 2.81306 -5.85745 2.58072
H -6.56529 0.62521 -2.04329
H 2.46483 0.94568 -6.25682
H 5.28526 -0.44130 4.19596
H 4.50605 -7.57092 3.09518
H -1.86945 4.37820 -2.40973
H -1.21849 1.66990 -6.32737
H 2.04899 4.53428 -1.43105
H -3.21510 0.16684 -3.53192
H -1.35279 -4.56629 0.27951
H 6.47801 -6.74316 -0.62555
H 4.82296 1.66553 2.86340
H -2.67420 0.88921 -6.92336
```

For the orbital gap, the calculation gives 4.604 eV. As for the energy above the lowest of the compared OMol25 structures with the same formula, charge and spin: 0.00 kcal/mol. Its charge is -2. For the lowest unoccupied orbital energy, the calculation gives 3.893 eV. The highest occupied orbital energy comes out at -0.71 eV.

---

(6)
The following is a quantum chemistry calculation of C4H8N2O as an isolated structure, from OMol25.

Geometry as XYZ:
```
15
C4H8N2O (ωB97M-V/def2-TZVPD)
O 1.45315 -0.51511 1.12147
N 0.53090 -0.92800 -0.97052
N 1.83848 0.97501 -0.62078
C -0.66313 1.27991 0.00240
C 1.42837 -0.15045 -0.08417
C -0.65392 -1.22701 -0.15355
C -0.85288 0.04216 0.65999
H 0.97306 -1.78893 -1.28476
H -1.86739 0.76306 0.21517
H -0.98622 0.01824 1.73867
H -1.51207 -1.43413 -0.80991
H -0.63730 2.21150 0.56542
H -0.55067 -2.06104 0.55320
H 2.36173 1.46340 0.11428
H -0.53740 1.30152 -1.07562
```

For the orbital gap (alpha / beta), the calculation gives 8.372 / 8.373 eV. As for the energy above the lowest of the compared OMol25 structures with the same formula, charge and spin: 114.55 kcal/mol. For the lowest unoccupied orbital energy (alpha / beta), the calculation gives -0.115 / -0.115 eV. The highest occupied orbital energy (alpha / beta) comes out at -8.49 / -8.49 eV.

---

| no. | electronic energy (hartree) |
| --- | --- |
| 1 | -382.35526 |
| 2 | -446.48266 |
| 3 | -2535.20879 |
| 4 | -1078.68785 |
| 5 | -2546.17367 |
| 6 | -341.82110 |